(1)
C2H4CsLiO as an isolated structure, computed with ωB97M-V/def2-TZVPD.

The total energy is -4934.8104 eV. For the energy above the lowest of the compared OMol25 structures with the same formula, charge and spin, the calculation gives 1.743 eV. The calculation puts the HOMO-LUMO gap at 4.14 eV.

The geometry in ORCA input format:
```
! wB97M-V def2-TZVPD RIJCOSX def2/J DEFGRID3
* xyz 0 1
C -0.95435 0.49959 0.35396
H -1.87685 0.11424 0.78736
C 0.01273 1.10185 1.23616
H -0.29461 1.16339 2.26811
H 1.03894 0.81516 1.06131
O -0.75285 0.58380 -0.86203
Li 0.99999 -3.21155 -2.06978
Cs 1.82146 2.72443 -1.97920
H 0.00552 -3.79092 -0.79590
*
```

Atom charges from the natural (NBO) analysis, given in e for atoms 1 to 6: atom 1 (C): 0.31, atom 2 (H): 0.10, atom 3 (C): -0.88, atom 4 (H): 0.17, atom 5 (H): 0.15, atom 6 (O): -0.80



(2)
C2H4EuO3 as an isolated structure, computed with ωB97M-V/def2-TZVPD.

The total energy is -27587.3438 eV. For the energy above the lowest of the compared OMol25 structures with the same formula, charge and spin, the calculation gives 5.049 eV. The calculation puts the HOMO-LUMO gap (alpha / beta) at 5.32 / 8.45 eV.

The geometry in ORCA input format:
```
! wB97M-V def2-TZVPD RIJCOSX def2/J DEFGRID3
* xyz 2 8
O 1.15907 1.26118 -0.28999
C 1.44590 0.06260 -0.08122
C 0.43927 -0.75916 0.63874
O -0.19997 0.06511 1.47045
H 2.44416 -0.34734 -0.28217
H 0.88486 -1.60838 1.19293
Eu -1.02345 1.99527 0.22061
O -1.86754 0.17680 -0.86156
H -2.47719 0.23538 -1.59982
H -0.80511 -1.08145 -0.40799
*
```

Atom charges from the Mulliken analysis, given in e for atoms 1 to 6: atom 1 (O): -0.51, atom 2 (C): 0.43, atom 3 (C): -0.43, atom 4 (O): -0.45, atom 5 (H): 0.41, atom 6 (H): 0.42



(3)
C2H4F2O2S in the gas phase, computed with ωB97M-V/def2-TZVPD.

The total energy is -22499.4121 eV. For the energy above the lowest of the compared OMol25 structures with the same formula, charge and spin, the calculation gives 2.393 eV. The calculation puts the HOMO-LUMO gap (alpha / beta) at 8.24 / 8.24 eV.

The geometry in ORCA input format:
```
! wB97M-V def2-TZVPD RIJCOSX def2/J DEFGRID3
* xyz 0 1
C -1.33795 0.82871 0.08023
C 2.44465 -0.10530 0.06625
O -1.77465 -0.22994 0.82078
O 0.10289 -1.29653 -0.79435
F 2.72544 1.01303 0.82902
F 2.47069 -1.12465 0.94372
S 0.55135 0.29342 -0.40989
H -1.12938 1.65135 0.66737
H -1.88535 1.18053 -0.75113
H -2.20798 -0.84417 0.29651
H 0.04029 -1.36645 -1.74853
*
```

Atom charges from the natural (NBO) analysis, given in e for atoms 1 to 6: atom 1 (C): -0.12, atom 2 (C): 0.47, atom 3 (O): -0.67, atom 4 (O): -0.83, atom 5 (F): -0.38, atom 6 (F): -0.35



(4)
C2H4FIO in the gas phase, computed with ωB97M-V/def2-TZVPD.

The total energy is -15003.2238 eV. For the energy above the lowest of the compared OMol25 structures with the same formula, charge and spin, the calculation gives 0.541 eV. The calculation puts the HOMO-LUMO gap at 9.86 eV. As for the SMILES: CO[C@@H](F)I.

The geometry in ORCA input format:
```
! wB97M-V def2-TZVPD RIJCOSX def2/J DEFGRID3
* xyz 0 1
C 1.07132 0.62243 0.34552
O -0.18069 0.66514 -0.45913
C -0.82345 -0.51318 -0.19390
F -1.55133 -0.54395 0.96333
I -2.43855 -0.86184 -1.70420
H 1.52274 1.70789 0.11406
H 1.70576 -0.20430 -0.15774
H 0.89023 0.47081 1.40502
H -0.19603 -1.34301 -0.31296
*
```

Atom charges from the natural (NBO) analysis, given in e for atoms 1 to 6: atom 1 (C): -0.29, atom 2 (O): -0.53, atom 3 (C): 0.43, atom 4 (F): -0.36, atom 5 (I): -0.01, atom 6 (H): 0.22



(5)
A 2-piece molecular cluster, C2H4FN3 overall, computed with ωB97M-V/def2-TZVPD.

The total energy is -9322.0445 eV. For the energy above the lowest of the compared OMol25 structures with the same formula, charge and spin, the calculation gives 3.922 eV. The calculation puts the HOMO-LUMO gap at 8.37 eV.

The geometry in ORCA input format:
```
! wB97M-V def2-TZVPD RIJCOSX def2/J DEFGRID3
* xyz 0 1
C 2.43956 1.56386 -0.22188
C -1.35193 -0.93155 0.13512
N 1.49064 1.26073 0.32758
N -1.24028 0.35514 0.29467
N -2.06940 1.32914 0.17451
F -3.33270 0.82895 -0.22817
H 3.31768 1.86308 -0.73047
H -2.29087 -1.36530 -0.15301
H -0.49102 -1.54677 0.30196
H -0.31936 0.74003 0.54357
*
```

Atom charges from the natural (NBO) analysis, given in e for atoms 1 to 6: atom 1 (C): 0.16, atom 2 (C): -0.34, atom 3 (N): -0.37, atom 4 (N): -0.25, atom 5 (N): 0.00, atom 6 (F): -0.29



(6)
A 2-piece molecular cluster, C2H4FNO overall, computed with ωB97M-V/def2-TZVPD.

The total energy is -8393.0658 eV. For the energy above the lowest of the compared OMol25 structures with the same formula, charge and spin, the calculation gives 1.182 eV. The calculation puts the HOMO-LUMO gap at 11.73 eV. As for the SMILES: N=C=O.CF.

The geometry in ORCA input format:
```
! wB97M-V def2-TZVPD RIJCOSX def2/J DEFGRID3
* xyz 0 1
N -1.58279 -0.01033 -0.33125
C -2.32405 -0.93588 -0.51728
O -3.04093 -1.82733 -0.43807
H -0.90554 0.48827 -0.84633
C 1.60511 0.55470 0.46781
F 1.44426 -0.88764 0.10547
H 2.61831 0.95150 0.24815
H 1.31797 0.70159 1.55588
H 0.86767 0.96513 -0.24440
*
```

Atom charges from the natural (NBO) analysis, given in e for atoms 1 to 6: atom 1 (N): -0.78, atom 2 (C): 0.87, atom 3 (O): -0.50, atom 4 (H): 0.41, atom 5 (C): -0.13, atom 6 (F): -0.40



Which value of total energy does entry 2 give? -27587.3438 eV